Arrangement P

Computed, not measured: a 8-piece molecular cluster, H16O8 overall, with wB97M-V/def2-TZVPD.

Values from the calculation:
Multiplicity   1
LUMO energy   -0.1 eV
Total charge   0
Structure (SMILES)   O.O.O.O.O.O.O.O
Frontier orbital gap   0.39871 hartree

Last column: Mulliken charge in e.
Cartesian coordinates (Å):
H (-0.892, 1.089, -0.873)  0.29
H (-0.051, -0.194, -0.360)  0.31
H (-2.418, -1.042, 3.033)  0.31
H (-1.609, -1.935, 3.923)  0.32
H (-4.025, 1.177, -1.155)  0.29
H (-3.910, 2.614, -1.650)  0.29
H (-2.316, 1.866, 2.802)  0.31
H (-3.767, 1.569, 2.463)  0.29
H (2.210, 2.599, 1.402)  0.31
H (0.713, 3.072, 0.978)  0.33
H (3.462, -1.568, -2.183)  0.30
H (3.907, -2.412, -1.018)  0.33
H (1.194, -0.465, -4.614)  0.31
H (2.368, 0.239, -5.101)  0.33
H (1.467, -2.786, 2.878)  0.32
H (0.562, -3.902, 2.979)  0.30
O (-0.498, 0.282, -1.132)  -0.62
O (-1.476, -1.454, 3.128)  -0.63
O (-3.414, 1.885, -1.328)  -0.57
O (-2.951, 1.897, 2.061)  -0.60
O (1.648, 2.832, 0.670)  -0.64
O (4.213, -1.673, -1.629)  -0.63
O (1.447, -0.048, -5.431)  -0.64
O (1.419, -3.713, 3.222)  -0.62

Arrangement Q

Computed, not measured: a 8-piece molecular cluster, H16O8 overall, with wB97M-V/def2-TZVPD.

Values from the calculation:
Multiplicity   1
LUMO energy   0.4 eV
Total charge   0
Structure (SMILES)   O.O.O.O.O.O.O.O
Frontier orbital gap   0.39425 hartree

Last column: Mulliken charge in e.
Cartesian coordinates (Å):
H (1.296, -0.676, 0.114)  0.30
H (0.302, 0.416, 0.473)  0.32
H (-0.841, 2.366, 2.079)  0.32
H (-1.575, 1.081, 2.425)  0.26
H (-2.185, -0.815, 3.525)  0.32
H (-3.568, -1.042, 2.937)  0.33
H (1.351, -3.832, -2.033)  0.29
H (2.074, -3.327, -0.795)  0.29
H (-1.603, -2.855, -1.024)  0.31
H (-1.781, -3.467, -2.404)  0.29
H (-3.053, 3.031, -2.077)  0.31
H (-3.421, 1.600, -2.432)  0.30
H (0.225, 3.883, -1.417)  0.32
H (1.562, 3.159, -1.392)  0.32
H (5.678, 0.772, 0.859)  0.32
H (5.413, -0.711, 1.061)  0.31
O (0.840, 0.088, -0.256)  -0.60
O (-1.171, 1.550, 1.687)  -0.62
O (-2.889, -1.471, 3.469)  -0.62
O (1.309, -3.149, -1.354)  -0.57
O (-1.352, -2.735, -1.946)  -0.61
O (-2.801, 2.117, -1.906)  -0.60
O (1.067, 3.857, -0.948)  -0.64
O (5.120, 0.160, 1.352)  -0.63

Quick one: most stable of them? arrangement Q

Arrangement P

Computed, not measured: a 8-piece molecular cluster, H16O8 overall, with wB97M-V/def2-TZVPD.

Values from the calculation:
Multiplicity   1
LUMO energy   0.0 eV
Total charge   0
Structure (SMILES)   O.O.O.O.O.O.O.O
Frontier orbital gap   0.38760 hartree

Last column: Mulliken charge in e.
Cartesian coordinates (Å):
O (-1.394, 15.475, 42.932)  -0.63
H (-1.181, 14.568, 42.686)  0.31
H (-2.219, 15.682, 42.456)  0.35
O (-3.489, 18.807, 41.514)  -0.65
H (-4.272, 19.363, 41.436)  0.32
H (-3.802, 17.976, 41.928)  0.35
O (-0.426, 15.681, 38.430)  -0.68
H (0.268, 16.339, 38.327)  0.34
H (-1.212, 16.189, 38.753)  0.43
O (-4.163, 16.262, 42.667)  -0.67
H (-4.623, 16.088, 43.496)  0.29
H (-4.539, 15.628, 42.023)  0.36
O (-2.557, 18.822, 36.435)  -0.64
H (-1.706, 18.957, 36.008)  0.29
H (-2.645, 17.853, 36.510)  0.36
O (-2.584, 15.861, 36.270)  -0.69
H (-2.193, 15.328, 35.571)  0.29
H (-1.987, 15.745, 37.030)  0.37
O (-4.507, 14.712, 40.237)  -0.64
H (-3.863, 14.481, 39.554)  0.31
H (-5.235, 14.093, 40.102)  0.26
O (-2.562, 17.142, 39.342)  -0.57
H (-3.261, 16.638, 39.772)  0.22
H (-2.603, 18.011, 39.772)  0.32

Arrangement Q

Computed, not measured: a 8-piece molecular cluster, H16O8 overall, with wB97M-V/def2-TZVPD.

Values from the calculation:
Multiplicity   1
LUMO energy   -0.4 eV
Total charge   0
Structure (SMILES)   O.O.O.O.O.O.O.O
Frontier orbital gap   0.37161 hartree

Last column: Mulliken charge in e.
Cartesian coordinates (Å):
O (-0.437, -0.126, 0.173)  -0.64
H (0.352, 0.163, -0.276)  0.28
H (-0.223, -1.040, 0.376)  0.30
O (-2.635, 1.075, -1.047)  -0.58
H (-1.850, 0.923, -0.537)  0.32
H (-3.090, 1.773, -0.581)  0.31
O (-0.619, 1.188, 2.499)  -0.69
H (-1.565, 1.387, 2.499)  0.29
H (-0.403, 0.675, 1.708)  0.46
O (1.582, 1.618, -0.467)  -0.63
H (1.831, 1.993, 0.398)  0.32
H (2.352, 1.143, -0.732)  0.27
O (-2.063, -1.784, -1.335)  -0.63
H (-1.371, -2.439, -1.360)  0.24
H (-1.899, -1.087, -0.697)  0.43
O (0.792, -2.616, 0.608)  -0.66
H (1.194, -3.189, 1.283)  0.30
H (0.290, -3.160, -0.013)  0.26
O (-0.433, 2.555, -2.439)  -0.64
H (-0.827, 1.732, -2.630)  0.33
H (-0.214, 2.550, -1.501)  0.30
O (3.051, -0.715, 1.359)  -0.57
H (3.802, -1.276, 1.561)  0.31
H (2.385, -1.344, 1.151)  0.31

Arrangement R

Computed, not measured: a 8-piece molecular cluster, H16O8 overall, with wB97M-V/def2-TZVPD.

Values from the calculation:
Multiplicity   1
LUMO energy   -0.3 eV
Total charge   0
Structure (SMILES)   O.O.O.O.O.O.O.O
Frontier orbital gap   0.33313 hartree

Last column: Mulliken charge in e.
Cartesian coordinates (Å):
H (0.271, -1.074, -1.535)  0.31
H (0.633, 0.363, -1.197)  0.31
H (-1.317, 1.751, 2.301)  0.31
H (-2.140, 0.969, 3.312)  0.31
H (-0.339, 1.076, -3.775)  0.27
H (-1.111, 0.224, -2.781)  0.36
H (-0.106, 5.187, 0.236)  0.32
H (0.189, 4.102, -0.788)  0.31
H (-2.766, -3.437, -3.763)  0.32
H (-3.590, -3.309, -2.492)  0.31
H (0.627, -4.121, 1.475)  0.32
H (0.742, -2.814, 0.708)  0.30
H (3.944, 1.221, 0.785)  0.30
H (4.996, 2.295, 1.008)  0.32
H (0.018, -0.655, 3.095)  0.28
H (0.736, -1.125, 4.349)  0.32
O (-0.091, -0.181, -1.527)  -0.66
O (-2.104, 1.816, 2.853)  -0.61
O (-0.409, 0.175, -3.441)  -0.59
O (-0.488, 4.400, -0.169)  -0.63
O (-3.669, -3.303, -3.452)  -0.63
O (1.119, -3.700, 0.761)  -0.62
O (4.645, 1.485, 1.393)  -0.62
O (0.899, -0.774, 3.466)  -0.61

Arrangement S

Computed, not measured: a 8-piece molecular cluster, H16O8 overall, with wB97M-V/def2-TZVPD.

Values from the calculation:
Multiplicity   1
LUMO energy   -0.5 eV
Total charge   0
Structure (SMILES)   O.O.O.O.O.O.O.O
Frontier orbital gap   0.36433 hartree

Last column: Mulliken charge in e.
Cartesian coordinates (Å):
H (0.070, 0.126, 0.629)  0.28
H (-1.197, -0.460, -0.029)  0.36
H (-1.009, 1.072, 1.663)  0.33
H (-2.189, 0.701, 2.531)  0.29
H (-1.249, 4.157, -0.765)  0.31
H (-1.919, 3.330, 0.208)  0.31
H (-0.294, 2.119, -1.373)  0.26
H (-0.017, 0.888, -2.121)  0.31
H (-1.144, -2.641, 0.301)  0.32
H (0.345, -2.077, 0.324)  0.40
H (4.338, 0.602, -0.440)  0.29
H (4.875, 1.128, -1.601)  0.31
H (-2.269, -3.016, -1.880)  0.32
H (-3.480, -3.483, -1.117)  0.31
H (2.262, -1.388, 1.265)  0.28
H (3.285, -0.985, 2.159)  0.31
O (-0.568, -0.616, 0.603)  -0.72
O (-1.974, 1.330, 1.804)  -0.59
O (-1.937, 4.223, -0.077)  -0.61
O (-0.711, 1.495, -2.022)  -0.60
O (-0.242, -2.848, 0.016)  -0.66
O (5.163, 0.537, -0.965)  -0.60
O (-2.525, -3.457, -1.002)  -0.64
O (2.387, -0.737, 1.890)  -0.59

Quick one: most stable of them? arrangement P

Arrangement P

Computed, not measured: one molecule with the formula H2NO4P, with wB97M-V/def2-TZVPD.

Values from the calculation:
Multiplicity   1
LUMO energy   0.2 eV
Total charge   0
Frontier orbital gap   0.37187 hartree

Last column: Mulliken charge in e.
Cartesian coordinates (Å):
N (1.178, 0.220, -0.106)  0.94
O (1.316, -0.654, -0.884)  -0.53
O (1.980, 1.130, 0.116)  -0.59
O (-0.692, -1.512, 0.233)  -0.40
O (-1.194, 0.981, -0.031)  -0.47
P (-0.342, -0.100, 0.872)  0.33
H (-1.065, -1.924, -0.603)  0.35
H (-1.182, 1.859, 0.403)  0.36

Arrangement Q

Computed, not measured: one molecule with the formula H2NO4P, with wB97M-V/def2-TZVPD.

Values from the calculation:
Multiplicity   1
LUMO energy   -0.6 eV
Total charge   0
Frontier orbital gap   0.35999 hartree

Last column: Mulliken charge in e.
Cartesian coordinates (Å):
N (-1.038, 0.069, -0.056)  0.73
O (-1.781, -0.859, 0.172)  -0.49
O (-1.166, 1.249, 0.481)  -0.61
O (1.155, -1.224, 0.265)  -0.38
O (1.185, 1.254, -0.390)  -0.39
P (0.752, -0.157, -0.858)  0.32
H (0.474, -1.930, 0.129)  0.36
H (0.419, 1.599, 0.258)  0.46

Arrangement R

Computed, not measured: one molecule with the formula H2NO4P, with wB97M-V/def2-TZVPD.

Values from the calculation:
Multiplicity   1
LUMO energy (alpha / beta)   -0.9 / -0.9 eV
Total charge   0
Structure (SMILES)   O=NP(=O)(O)O
Frontier orbital gap (alpha / beta)   0.31791 / 0.31784 hartree

Last column: Mulliken charge in e.
Cartesian coordinates (Å):
N (-1.180, 1.016, -0.734)  0.26
O (-1.101, 1.993, -1.380)  -0.29
O (1.783, -0.123, 0.093)  -0.45
O (-0.575, -0.501, 1.117)  -0.51
O (-0.206, -1.058, -1.232)  -0.57
P (0.163, -0.092, -0.203)  0.88
H (-0.678, -1.470, 1.396)  0.37
H (1.795, 0.234, 0.941)  0.31

Quick one: most stable of them? arrangement R

Arrangement P

Computed, not measured: a 2-piece molecular cluster, C2H4Br2 overall, with wB97M-V/def2-TZVPD.

Values from the calculation:
Multiplicity   1
LUMO energy   0.4 eV
Total charge   0
Structure (SMILES)   C=CBr.Br
Frontier orbital gap   0.36680 hartree

Last column: Mulliken charge in e.
Cartesian coordinates (Å):
C (-0.322, -1.061, -0.103)  -0.75
C (-1.237, -0.257, -0.570)  -0.11
Br (-2.087, 1.029, 0.491)  -0.12
Br (1.993, 1.306, 0.421)  -0.19
H (3.264, 1.873, 1.078)  0.21
H (0.091, -1.031, 0.979)  0.34
H (0.087, -1.693, -0.819)  0.27
H (-1.788, -0.166, -1.479)  0.35

Arrangement Q

Computed, not measured: one molecule with the formula C2H4Br2, with wB97M-V/def2-TZVPD.

Values from the calculation:
Multiplicity   1
LUMO energy   0.3 eV
Total charge   0
Structure (SMILES)   BrCCBr
Frontier orbital gap   0.39223 hartree

Last column: Mulliken charge in e.
Cartesian coordinates (Å):
Br (1.966, -1.140, 0.928)  -0.15
C (0.444, 0.061, 0.610)  -0.68
C (-0.476, -0.210, -0.629)  -0.47
Br (-1.118, 1.656, -1.263)  -0.18
H (0.723, 1.108, 0.728)  0.41
H (-0.116, 0.066, 1.546)  0.37
H (-1.426, -0.733, -0.518)  0.34
H (0.004, -0.808, -1.403)  0.35

Arrangement R

Computed, not measured: one molecule with the formula C2H4Br2, with wB97M-V/def2-TZVPD.

Values from the calculation:
Multiplicity   1
LUMO energy   0.4 eV
Total charge   0
Structure (SMILES)   BrCCBr
Frontier orbital gap   0.38192 hartree

Last column: Mulliken charge in e.
Cartesian coordinates (Å):
Br (2.186, -0.644, 0.071)  -0.12
C (0.498, 0.261, -0.552)  -0.64
C (-0.758, -0.166, 0.298)  -0.59
Br (-0.336, 0.103, 2.276)  -0.14
H (0.386, 0.013, -1.608)  0.38
H (0.599, 1.346, -0.579)  0.37
H (-0.904, -1.234, 0.141)  0.34
H (-1.670, 0.322, -0.047)  0.40

Arrangement S

Computed, not measured: a 2-piece molecular cluster, C2H4Br2 overall, with wB97M-V/def2-TZVPD.

Values from the calculation:
Multiplicity   1
LUMO energy (alpha / beta)   -1.1 / -3.4 eV
Total charge   0
Frontier orbital gap (alpha / beta)   0.33921 / 0.18843 hartree

Last column: Mulliken charge in e.
Cartesian coordinates (Å):
C (0.861, 0.565, -0.234)  -0.72
C (0.091, -0.387, 0.559)  -0.20
Br (0.079, -2.185, -0.063)  -0.04
Br (-3.182, 0.010, 0.192)  -0.20
H (0.944, 1.434, 0.391)  0.29
H (1.830, 0.149, -0.623)  0.31
H (0.288, 0.566, -1.181)  0.30
H (-0.911, -0.152, 0.959)  0.27

Quick one: most stable of them? arrangement R

Arrangement P

Computed, not measured: a 2-piece molecular cluster, C10H17N2 overall, with wB97M-V/def2-TZVPD.

Values from the calculation:
Multiplicity   1
LUMO energy   -4.4 eV
Total charge   +1
Frontier orbital gap   0.29953 hartree

Last column: Mulliken charge in e.
Cartesian coordinates (Å):
C (0.079, 0.553, -3.208)  -0.65
C (-0.480, -0.620, -2.911)  -0.61
C (0.036, -0.189, 1.841)  0.21
C (1.194, -0.208, -1.258)  -0.55
C (-0.582, 1.424, -0.929)  -0.87
C (0.694, 1.135, -1.952)  -0.40
C (-0.149, -0.893, -1.391)  0.29
C (-1.015, 0.056, -0.584)  0.53
C (-2.460, -0.128, -0.096)  -1.37
C (1.999, 0.036, 3.295)  -1.05
N (1.228, 0.264, 2.104)  -0.08
N (-0.531, -1.214, 2.437)  -0.34
H (0.009, 1.132, -4.052)  0.55
H (-1.048, -1.338, -3.521)  0.44
H (1.979, -0.663, -1.849)  0.40
H (1.455, -0.120, -0.156)  -0.05
H (-0.345, 2.026, -0.017)  0.32
H (-1.489, 1.902, -1.551)  0.37
H (1.333, 1.902, -2.199)  0.56
H (-0.231, -1.968, -0.987)  0.42
H (-2.577, -1.137, 0.443)  0.45
H (-3.002, -0.408, -1.030)  0.36
H (-2.674, 0.796, 0.336)  0.39
H (2.611, -0.888, 3.123)  0.32
H (2.729, 0.800, 3.621)  0.32
H (1.174, 0.067, 4.138)  0.33
H (1.561, 1.025, 1.348)  0.36
H (-1.358, -1.432, 1.904)  0.13
H (-0.139, -1.914, 3.105)  0.25

Arrangement Q

Computed, not measured: a 2-piece molecular cluster, C10H17N2 overall, with wB97M-V/def2-TZVPD.

Values from the calculation:
Multiplicity   1
LUMO energy   -4.4 eV
Total charge   +1
Frontier orbital gap   0.34506 hartree

Last column: Mulliken charge in e.
Cartesian coordinates (Å):
C (3.315, 0.438, 0.066)  -0.12
C (0.229, -0.533, 1.869)  -0.12
C (2.721, -0.223, -0.717)  0.22
C (-0.896, 1.413, -2.383)  -0.57
C (-1.787, 2.403, -1.696)  -0.74
C (-0.607, 1.730, -0.949)  -0.04
C (-0.793, 0.634, -0.056)  0.57
C (1.886, -0.857, -1.711)  -1.19
C (-1.942, -0.329, -0.131)  -1.33
C (-0.371, -2.094, 3.417)  -0.80
N (-0.744, -1.183, 2.381)  -0.26
N (0.134, 0.381, 0.845)  -0.09
H (3.862, 1.034, 0.792)  0.35
H (1.317, -0.730, 2.329)  0.16
H (-1.289, 0.463, -2.717)  0.31
H (-0.151, 1.838, -3.138)  0.28
H (-1.558, 3.465, -1.984)  0.27
H (-2.781, 2.083, -1.435)  0.25
H (0.319, 2.209, -0.701)  0.56
H (2.428, -1.660, -2.268)  0.35
H (1.504, -0.165, -2.382)  0.28
H (0.971, -1.392, -1.358)  0.20
H (-2.007, -0.633, 1.006)  0.59
H (-1.571, -1.213, -0.536)  0.38
H (-2.842, 0.029, -0.684)  0.34
H (0.707, -2.030, 3.812)  0.31
H (-0.980, -1.912, 4.337)  0.27
H (-0.548, -3.139, 3.020)  0.29
H (0.994, 0.920, 0.790)  0.24

Quick one: most stable of them? arrangement Q

Arrangement P

Computed, not measured: one molecule with the formula CH2O2S3, with wB97M-V/def2-TZVPD.

Values from the calculation:
Multiplicity   1
LUMO energy   -0.4 eV
Total charge   0
Structure (SMILES)   O=S1(=O)S[C@H]1S
Frontier orbital gap   0.33757 hartree

Last column: Mulliken charge in e.
Cartesian coordinates (Å):
C (-0.692, 0.144, 0.446)  -0.32
O (1.333, -1.075, -0.407)  -0.54
O (1.884, 0.587, 1.290)  -0.55
S (0.133, 1.453, -0.835)  -0.06
S (-1.727, -0.872, -0.545)  -0.10
S (1.014, 0.106, 0.314)  0.99
H (-1.271, 0.799, 1.112)  0.38
H (-0.674, -1.142, -1.373)  0.20

Arrangement Q

Computed, not measured: CH2O2S3 as an isolated structure, with wB97M-V/def2-TZVPD.

Values from the calculation:
Multiplicity   1
LUMO energy   -2.3 eV
Total charge   0
Frontier orbital gap   0.28626 hartree

Last column: Mulliken charge in e.
Cartesian coordinates (Å):
C (-0.261, -1.274, 0.166)  -0.06
O (1.498, 0.630, -0.916)  -0.61
O (-0.096, 1.164, 1.503)  -0.49
S (-1.698, 1.316, -1.011)  -0.19
S (-1.282, -2.189, -0.663)  -0.08
S (-0.366, 0.579, 0.175)  0.78
H (0.325, -1.430, 1.038)  0.35
H (1.881, 1.205, -0.292)  0.31

Quick one: most stable of them? arrangement P